{"formula": "C5H10N4S", "method": "ωB97M-V/def2-TZVPD", "gap_ha": 0.320, "e_above_lowest_kj_mol": 283.9, "e_lumo_ev": -0.66, "charge": 0, "elements": ["C", "C", "C", "C", "C", "N", "N", "N", "N", "S", "H", "H", "H", "H", "H", "H", "H", "H", "H", "H"], "xyz": [[2.276013, -0.742847, 1.035791], [-0.992920, -0.497360, -1.344172], [-1.115328, -1.608192, 0.974327], [-0.831604, 2.357286, -0.236671], [-0.905308, -0.359034, 0.161669], [3.396496, -0.142246, 0.620387], [3.098980, 0.637206, -0.407754], [1.808947, 0.543640, -0.659182], [1.332838, -0.332565, 0.188121], [-1.127362, 1.123484, 1.078132], [2.040048, -1.459439, 1.856981], [-2.112574, -0.469428, -1.754949], [-0.614170, -1.422254, -1.564093], [-0.376436, 0.355088, -1.749084], [-0.218419, -2.300439, 0.939366], [-1.302925, -1.246422, 1.923189], [-1.887340, -2.124610, 0.360409], [0.184772, 2.317590, -0.344717], [-1.251782, 3.359366, 0.145199], [-1.401934, 2.011181, -1.222948]], "forces_ev_per_angstrom": [[-0.27, 0.38, -1.06], [-2.06, 3.64, 0.48], [1.21, -0.69, -3.16], [-4.44, 0.26, -0.54], [1.87, 0.35, 0.31], [1.02, -0.48, 1.14], [-0.46, -0.03, 0.21], [0.95, -0.38, 0.07], [-3.36, -0.39, 0.19], [-0.55, -0.89, -1.39], [0.82, 0.84, -0.86], [2.25, 0.22, 1.13], [1.16, -2.20, -0.85], [-0.68, -1.29, -0.16], [-0.97, 1.05, 0.08], [-0.95, -0.36, 2.26], [-0.12, 0.05, 1.30], [2.55, 0.46, -0.72], [0.81, -1.60, -0.71], [1.24, 1.07, 2.27]]}

=====

{"formula": "C3H3NOS", "method": "ωB97M-V/def2-TZVPD", "gap_ha": 0.372, "e_above_lowest_kj_mol": 212.5, "e_lumo_ev": 0.38, "charge": 0, "elements": ["N", "C", "O", "C", "C", "S", "H", "H", "H"], "xyz": [[0.889306, 3.299328, -2.546958], [0.210783, 2.469813, -2.145751], [-0.550438, 1.554078, -1.718353], [-0.280746, 0.994454, -0.373760], [0.374783, -0.149206, -0.275068], [0.836246, -1.351130, 0.935625], [-0.443123, 1.728836, 0.351335], [0.678817, -0.628316, -1.215432], [0.222698, -0.871420, 2.117571]], "forces_ev_per_angstrom": [[0.61, 0.81, -0.44], [0.37, 0.18, 0.29], [-0.79, -2.03, 1.39], [1.06, 0.14, -1.46], [-0.05, -1.08, -0.90], [-0.90, 1.22, 1.33], [-0.70, 0.66, 1.16], [-0.28, 0.40, 0.08], [0.67, -0.30, -1.45]]}